[1]
13
Properties=species:S:1:pos:R:3:nbo_charge:R:1 method="wB97M-V/def2-TZVPD" fmax_ev_per_a=1.89 lumo_ev=0.07 homo_lumo_gap_ev=8.89 smiles="C=CC.C=O" mol_weight_g_mol=72.11 e_above_lowest_kcal_mol=85.0 multiplicity=1 energy_ev=-6321.481
C -1.009 0.948 0.053 -0.63
C -0.669 -1.309 0.114 -0.29
C -0.244 -0.227 -0.535 -0.26
C 1.867 0.115 0.161 0.25
O 2.470 -0.754 -0.433 -0.54
H -2.008 0.583 0.356 0.21
H -0.549 1.446 0.910 0.21
H -1.186 1.591 -0.803 0.23
H -1.188 -2.091 -0.410 0.20
H -0.762 -1.223 1.203 0.18
H 0.026 -0.258 -1.596 0.22
H 1.765 1.155 -0.220 0.12
H 1.499 0.016 1.204 0.11

***

[2]
13
Properties=species:S:1:pos:R:3:nbo_charge:R:1 method="wB97M-V/def2-TZVPD" fmax_ev_per_a=5.47 lumo_ev=1.14 homo_lumo_gap_ev=11.00 mol_weight_g_mol=72.11 e_above_lowest_kcal_mol=56.8 multiplicity=1 energy_ev=-6322.703
C 1.548 -0.003 0.023 -0.61
C 0.045 0.034 -0.443 -0.25
C -0.774 -0.931 0.132 -0.06
C -0.996 0.943 0.090 -0.06
H 2.005 0.881 -0.306 0.21
H 1.983 -0.918 -0.464 0.21
H 1.569 0.013 1.061 0.20
H -0.105 0.037 -1.478 0.20
H -0.539 -0.997 1.216 0.15
H -0.809 -1.818 -0.416 0.18
H -1.168 1.828 -0.425 0.18
H -0.818 1.109 1.157 0.16
O -1.940 -0.178 -0.146 -0.52

***

[3]
13
Properties=species:S:1:pos:R:3:nbo_charge:R:1 method="wB97M-V/def2-TZVPD" fmax_ev_per_a=1.31 lumo_ev=0.69 homo_lumo_gap_ev=9.70 mol_weight_g_mol=72.11 e_above_lowest_kcal_mol=68.7 multiplicity=1 energy_ev=-6322.189
C -1.484 0.484 0.473 -0.58
C -0.313 -1.080 -0.076 0.31
O -0.493 -1.308 -1.264 -0.65
C 0.510 -0.016 0.408 -0.14
C 1.573 0.443 -0.586 -0.66
H -1.679 0.733 1.510 0.21
H -2.288 -0.226 0.169 0.25
H -1.567 1.311 -0.225 0.22
H -0.695 -1.680 0.768 0.12
H 0.906 -0.126 1.428 0.21
H 1.121 0.709 -1.539 0.24
H 2.247 1.225 -0.221 0.22
H 2.218 -0.429 -0.820 0.24

***

[4]
13
Properties=species:S:1:pos:R:3:nbo_charge:R:1 method="wB97M-V/def2-TZVPD" fmax_ev_per_a=3.62 lumo_ev=0.67 homo_lumo_gap_ev=10.11 smiles="C=CC.C=O" mol_weight_g_mol=72.11 e_above_lowest_kcal_mol=68.1 multiplicity=1 energy_ev=-6322.213
O -2.047 -6.051 3.058 -0.49
C -2.818 -5.165 2.660 0.26
H -3.238 -4.611 3.459 0.11
H -3.048 -4.856 1.626 0.12
C 0.692 3.095 -0.451 -0.68
C 1.113 1.809 -1.164 -0.18
C 2.194 1.508 -1.874 -0.38
H -0.416 3.101 -0.493 0.23
H 0.758 3.927 -1.147 0.22
H 1.319 3.263 0.394 0.23
H 0.350 1.167 -1.577 0.19
H 2.263 0.563 -2.406 0.19
H 2.879 2.250 -2.086 0.18

***

[5]
13
Properties=species:S:1:pos:R:3:nbo_charge:R:1 method="wB97M-V/def2-TZVPD" fmax_ev_per_a=2.53 lumo_ev=1.03 homo_lumo_gap_ev=10.25 smiles="C/C=C/CO" mol_weight_g_mol=72.11 e_above_lowest_kcal_mol=35.4 multiplicity=1 energy_ev=-6323.634
C 0.378 -0.974 2.251 -0.65
C -0.533 0.638 -1.153 -0.09
O 0.675 0.758 -1.901 -0.73
C -0.465 -0.461 -0.127 -0.24
C -0.159 -0.150 1.135 -0.12
H 0.367 -2.040 2.030 0.22
H 1.443 -0.747 2.293 0.23
H -0.015 -0.686 3.216 0.22
H -0.827 1.623 -0.806 0.17
H -1.268 0.191 -1.842 0.15
H 0.599 1.448 -2.572 0.47
H -0.871 -1.391 -0.394 0.20
H -0.204 0.912 1.386 0.18

***

[6]
13
Properties=species:S:1:pos:R:3:nbo_charge:R:1 method="wB97M-V/def2-TZVPD" fmax_ev_per_a=0.32 lumo_ev=0.94 homo_lumo_gap_ev=9.61 mol_weight_g_mol=72.11 e_above_lowest_kcal_mol=101.9 multiplicity=1 energy_ev=-6320.750
C 1.829 0.058 0.717 -0.25
O 0.732 -0.680 0.228 -0.54
C -0.145 0.149 -0.499 -0.02
C -1.493 -0.582 -0.731 -0.59
C -1.045 1.081 0.169 -0.23
H 1.507 0.835 1.427 0.17
H 2.386 0.544 -0.099 0.17
H 2.491 -0.641 1.233 0.20
H 0.324 0.490 -1.430 0.18
H -1.774 -0.611 -1.781 0.24
H -1.438 -1.560 -0.254 0.25
H -2.317 0.004 -0.242 0.29
H -1.098 0.702 1.212 0.14

***

[7]
14
Properties=species:S:1:pos:R:3:nbo_charge:R:1 method="wB97M-V/def2-TZVPD" total_charge=-1 fmax_ev_per_a=2.77 lumo_ev="3.46 / 3.40" homo_lumo_gap_ev="3.32 / 6.10" mol_weight_g_mol=88.11 e_above_lowest_kcal_mol=18.8 multiplicity=2 energy_ev=-8370.299
C 2.464 1.540 -0.125 -0.69
C 1.278 1.137 0.414 0.22
O 1.230 0.664 1.731 -0.75
C 0.067 0.973 -0.344 -0.37
C -1.139 0.630 0.291 -0.69
H 3.314 1.589 0.535 0.17
H 2.675 1.687 -1.195 0.18
H 0.897 1.406 2.263 0.45
H 0.115 1.399 -1.352 0.17
H -1.136 -0.102 1.093 0.17
H -2.089 0.713 -0.212 0.15
H -2.380 -4.573 -0.800 0.46
H -2.311 -3.218 -1.295 0.47
O -2.984 -3.845 -1.004 -0.94

***

[8]
14
Properties=species:S:1:pos:R:3:nbo_charge:R:1 method="wB97M-V/def2-TZVPD" total_charge=-1 fmax_ev_per_a=3.02 lumo_ev="2.78 / 2.74" homo_lumo_gap_ev="2.09 / 6.29" mol_weight_g_mol=88.11 e_above_lowest_kcal_mol=31.0 multiplicity=2 energy_ev=-8369.770
C 1.627 1.683 -0.249 -0.67
C 1.105 1.131 0.853 0.21
O 1.086 -0.285 1.003 -0.79
C 0.631 1.793 2.074 -0.38
C -0.575 1.445 2.609 -0.61
H 2.114 1.026 -0.952 0.18
H 1.461 2.739 -0.399 0.18
H 0.203 -0.582 0.679 0.41
H 1.204 2.568 2.562 0.18
H -1.317 0.737 2.251 0.15
H -0.972 2.040 3.440 0.15
H -2.844 -4.737 -4.975 0.46
H -1.711 -4.406 -4.189 0.46
O -2.012 -5.153 -4.707 -0.94

***

[9]
14
Properties=species:S:1:pos:R:3:nbo_charge:R:1 method="wB97M-V/def2-TZVPD" fmax_ev_per_a=0.37 lumo_ev=0.96 homo_lumo_gap_ev=10.88 smiles=C[C@H]1OC[C@H]1O mol_weight_g_mol=88.11 e_above_lowest_kcal_mol=42.6 multiplicity=1 energy_ev=-8371.435
C 0.468 -0.566 1.581 -0.63
C -0.516 -0.022 0.573 0.08
O -0.322 1.382 0.302 -0.54
C -0.383 1.158 -1.113 -0.09
C -0.329 -0.365 -0.925 0.06
O 0.863 -1.003 -1.297 -0.70
H 1.501 -0.451 1.237 0.20
H 0.363 -0.021 2.524 0.23
H 0.281 -1.628 1.769 0.22
H -1.547 -0.205 0.908 0.17
H 0.470 1.599 -1.646 0.18
H -1.317 1.534 -1.550 0.18
H -1.135 -0.942 -1.382 0.18
H 1.605 -0.471 -0.980 0.46

***

[10]
14
Properties=species:S:1:pos:R:3:nbo_charge:R:1 method="wB97M-V/def2-TZVPD" fmax_ev_per_a=1.37 lumo_ev=0.82 homo_lumo_gap_ev=10.45 smiles="C=CO.C=CO" mol_weight_g_mol=88.11 e_above_lowest_kcal_mol=69.0 multiplicity=1 energy_ev=-8370.290
C 0.205 0.919 -1.430 -0.51
C 0.545 1.728 -0.438 0.15
O 1.603 1.571 0.412 -0.70
H -0.670 1.109 -2.045 0.21
H 0.689 0.040 -1.833 0.22
H -0.123 2.527 -0.155 0.16
H 1.267 1.438 1.304 0.49
C 0.156 -2.099 0.118 -0.47
C -1.096 -1.766 0.388 0.12
O -1.399 -0.506 0.866 -0.73
H 0.528 -3.074 -0.176 0.20
H 0.948 -1.382 -0.055 0.20
H -1.903 -2.490 0.436 0.17
H -1.402 0.096 0.099 0.49

***

[11]
14
Properties=species:S:1:pos:R:3:nbo_charge:R:1 method="wB97M-V/def2-TZVPD" fmax_ev_per_a=0.37 lumo_ev=1.08 homo_lumo_gap_ev=11.25 smiles=OCC[C@H]1CO1 mol_weight_g_mol=88.11 e_above_lowest_kcal_mol=50.1 multiplicity=1 energy_ev=-8371.111
O 1.823 1.035 -0.270 -0.72
C 1.697 -0.338 0.032 -0.06
C 0.237 -0.826 0.141 -0.46
C -0.737 0.116 -0.518 0.06
C -2.020 0.418 0.115 -0.11
O -0.942 1.342 0.181 -0.52
H 1.194 1.530 0.274 0.48
H 2.218 -0.859 -0.777 0.17
H 2.228 -0.584 0.964 0.16
H 0.143 -1.823 -0.306 0.22
H -0.055 -0.923 1.193 0.21
H -0.648 0.239 -1.598 0.19
H -2.273 -0.071 1.056 0.18
H -2.867 0.743 -0.487 0.19

***

[12]
14
Properties=species:S:1:pos:R:3:nbo_charge:R:1 method="wB97M-V/def2-TZVPD" fmax_ev_per_a=0.54 lumo_ev=0.82 homo_lumo_gap_ev=9.04 smiles="CO/C(C)=C/O" mol_weight_g_mol=88.11 e_above_lowest_kcal_mol=54.7 multiplicity=1 energy_ev=-8370.911
C 1.116 1.735 0.141 -0.25
C -0.510 -0.238 0.997 0.01
O -1.739 -0.763 1.322 -0.70
C 0.104 -0.389 -0.178 0.25
O 1.174 0.432 -0.457 -0.52
C -0.225 -1.505 -1.136 -0.67
H 2.106 2.163 0.009 0.20
H 0.895 1.777 1.216 0.17
H 0.350 2.346 -0.356 0.18
H 0.002 0.274 1.801 0.17
H -2.361 -0.353 0.711 0.48
H 0.664 -2.130 -1.297 0.23
H -0.601 -1.209 -2.122 0.22
H -0.976 -2.140 -0.652 0.23

***

[13]
14
Properties=species:S:1:pos:R:3:nbo_charge:R:1 method="wB97M-V/def2-TZVPD" fmax_ev_per_a=0.44 lumo_ev=1.00 homo_lumo_gap_ev=10.74 smiles=COC1COC1 mol_weight_g_mol=88.11 e_above_lowest_kcal_mol=63.4 multiplicity=1 energy_ev=-8370.534
C -0.163 -1.918 -0.160 -0.25
O 0.249 -0.846 -0.966 -0.53
C -0.092 0.477 -0.647 0.06
C -0.767 0.832 0.683 -0.09
O 0.396 1.515 1.154 -0.53
C 1.082 1.289 -0.085 -0.08
H -0.241 -1.662 0.898 0.17
H -1.126 -2.335 -0.485 0.17
H 0.604 -2.688 -0.249 0.19
H -0.580 0.919 -1.520 0.18
H -1.051 0.002 1.330 0.18
H -1.629 1.498 0.589 0.18
H 1.987 0.691 0.053 0.18
H 1.329 2.228 -0.593 0.17

***

[14]
14
Properties=species:S:1:pos:R:3:nbo_charge:R:1 method="wB97M-V/def2-TZVPD" fmax_ev_per_a=0.62 lumo_ev=0.47 homo_lumo_gap_ev=10.17 smiles="C=CCO.C=O" mol_weight_g_mol=88.11 e_above_lowest_kcal_mol=55.3 multiplicity=1 energy_ev=-8370.885
O -1.743 0.477 -0.547 -0.73
C -1.484 -0.738 0.104 -0.10
C -0.111 -1.303 -0.175 -0.20
C 0.699 -0.841 -1.118 -0.44
C 1.368 1.696 0.870 0.30
O 0.206 2.023 0.944 -0.53
H -1.174 1.147 -0.129 0.49
H -1.623 -0.655 1.195 0.17
H -2.243 -1.449 -0.248 0.19
H 0.196 -2.146 0.449 0.20
H 1.686 -1.266 -1.291 0.20
H 0.388 -0.010 -1.749 0.21
H 1.736 1.037 0.066 0.13
H 2.098 2.028 1.629 0.11

***

[15]
14
Properties=species:S:1:pos:R:3:nbo_charge:R:1 method="wB97M-V/def2-TZVPD" fmax_ev_per_a=0.58 lumo_ev=0.60 homo_lumo_gap_ev=10.64 mol_weight_g_mol=88.11 e_above_lowest_kcal_mol=41.3 multiplicity=1 energy_ev=-8371.490
C -1.050 -1.392 -0.441 -0.67
C -0.646 -0.022 -0.903 -0.16
C 0.527 0.555 -0.651 -0.32
O -0.124 2.035 1.606 -0.95
C 1.609 -0.110 0.132 0.42
O 1.677 -0.150 1.342 -0.53
H -2.115 -1.425 -0.194 0.23
H -0.484 -1.710 0.440 0.22
H -0.879 -2.124 -1.240 0.23
H -0.802 1.568 1.100 0.46
H -1.352 0.515 -1.534 0.21
H 0.767 1.538 -1.051 0.24
H 0.475 1.318 1.871 0.48
H 2.396 -0.597 -0.476 0.12

***

[16]
14
Properties=species:S:1:pos:R:3:nbo_charge:R:1 method="wB97M-V/def2-TZVPD" fmax_ev_per_a=0.45 lumo_ev=0.97 homo_lumo_gap_ev=11.36 smiles="CCOC(C)=O" mol_weight_g_mol=88.11 e_above_lowest_kcal_mol=6.7 multiplicity=1 energy_ev=-8372.993
C 0.960 -1.451 1.451 -0.62
C 0.899 -0.045 0.893 -0.07
O -0.285 -0.003 0.086 -0.52
C -0.401 1.028 -0.766 0.80
O 0.329 1.990 -0.761 -0.60
C -1.544 0.790 -1.721 -0.72
H 0.195 -1.607 2.217 0.21
H 0.780 -2.164 0.642 0.22
H 1.941 -1.659 1.884 0.22
H 0.847 0.721 1.675 0.19
H 1.760 0.188 0.260 0.19
H -1.707 -0.282 -1.851 0.23
H -1.309 1.259 -2.678 0.24
H -2.464 1.235 -1.331 0.24

***

[17]
14
Properties=species:S:1:pos:R:3:nbo_charge:R:1 method="wB97M-V/def2-TZVPD" fmax_ev_per_a=0.35 lumo_ev=1.00 homo_lumo_gap_ev=11.40 smiles=C[C@@H](O)[C@H]1CO1 mol_weight_g_mol=88.11 e_above_lowest_kcal_mol=47.5 multiplicity=1 energy_ev=-8371.224
C 1.285 -0.507 0.843 -0.62
C 0.430 0.618 0.268 0.07
O 1.285 1.601 -0.298 -0.71
C -0.581 0.096 -0.724 0.03
C -1.790 -0.590 -0.275 -0.11
O -1.847 0.739 -0.773 -0.48
H 1.803 -1.051 0.045 0.21
H 2.044 -0.083 1.507 0.22
H 0.680 -1.219 1.415 0.21
H -0.143 1.100 1.072 0.18
H 1.120 1.664 -1.245 0.47
H -0.180 -0.162 -1.711 0.18
H -1.972 -0.697 0.795 0.18
H -2.250 -1.351 -0.904 0.19

***

[18]
14
Properties=species:S:1:pos:R:3:nbo_charge:R:1 method="wB97M-V/def2-TZVPD" fmax_ev_per_a=1.80 lumo_ev=0.93 homo_lumo_gap_ev=10.80 smiles=C[C@H]1OC[C@H]1O mol_weight_g_mol=88.11 e_above_lowest_kcal_mol=53.3 multiplicity=1 energy_ev=-8370.972
C -1.587 -0.275 -0.187 -0.68
C -0.409 0.555 0.381 0.07
O 0.162 -0.131 1.505 -0.53
C 1.320 -0.525 0.748 -0.09
C 1.011 0.527 -0.304 0.06
O 0.987 0.151 -1.649 -0.69
H -1.283 -1.255 -0.572 0.22
H -2.282 -0.470 0.643 0.24
H -2.178 0.232 -0.964 0.21
H -0.784 1.556 0.630 0.18
H 1.225 -1.541 0.337 0.17
H 2.244 -0.431 1.323 0.18
H 1.568 1.464 -0.178 0.18
H 0.030 0.211 -1.687 0.47

***

[19]
14
Properties=species:S:1:pos:R:3:nbo_charge:R:1 method="wB97M-V/def2-TZVPD" fmax_ev_per_a=0.40 lumo_ev=0.62 homo_lumo_gap_ev=8.51 mol_weight_g_mol=88.11 e_above_lowest_kcal_mol=116.1 multiplicity=1 energy_ev=-8368.245
C 0.706 -0.068 -1.322 -0.63
C 0.386 -0.055 0.169 0.09
O 1.501 0.378 0.933 -0.71
C -0.915 0.658 0.527 -0.08
C -0.133 -1.422 0.668 -0.19
O -1.750 -0.523 0.753 -0.60
H 1.029 0.916 -1.692 0.20
H -0.178 -0.368 -1.896 0.21
H 1.490 -0.803 -1.525 0.23
H 2.053 0.952 0.387 0.47
H -0.823 1.152 1.497 0.21
H -1.379 1.328 -0.206 0.18
H 0.031 -1.391 1.760 0.13
H -2.082 -0.873 -0.087 0.51

***

[20]
14
Properties=species:S:1:pos:R:3:nbo_charge:R:1 method="wB97M-V/def2-TZVPD" fmax_ev_per_a=0.32 lumo_ev=0.72 homo_lumo_gap_ev=9.03 mol_weight_g_mol=88.11 e_above_lowest_kcal_mol=112.3 multiplicity=1 energy_ev=-8368.412
O 0.356 -0.314 -1.571 -0.77
C 1.273 0.290 -0.674 -0.09
C 0.426 0.763 0.525 -0.29
C -1.031 0.868 0.127 -0.60
C -0.622 -0.154 1.004 0.04
O -0.498 -1.701 0.274 -0.76
H -0.097 -1.355 -0.656 0.52
H 1.780 1.137 -1.152 0.18
H 2.029 -0.444 -0.376 0.18
H 0.941 1.379 1.264 0.21
H -0.532 0.268 -1.235 0.45
H -1.749 1.641 0.375 0.23
H -0.858 -0.437 2.023 0.21
H -1.418 -1.942 0.072 0.50